Formula: C17H31Be2BrClF10KN2O10S2Si
Source: the OMol25 dataset
Level of theory: the ωB97M-V functional and the def2-TZVPD basis

Last column: Mulliken charge in e.
Cartesian coordinates (Å):
C: -4.947 3.067 -5.877  -0.367
C: -4.486 2.055 -4.739  0.773
O: -4.961 2.242 -3.586  -0.502
O: -3.631 0.931 -4.900  -0.044
C: -2.785 1.027 -6.066  -0.893
C: -1.478 0.044 -6.017  -0.784
C: -0.710 0.045 -4.610  0.673
C: 0.688 0.865 -4.621  -0.902
Si: 0.692 2.222 -3.256  -0.018
C: -0.057 1.571 -1.562  -0.407
O: -0.130 0.092 -1.464  -0.333
C: -1.354 -0.340 -0.933  0.719
C: -2.554 -0.989 -1.746  -0.460
O: -1.496 -0.229 0.372  -0.522
C: -0.058 3.833 -4.090  0.552
F: 0.844 4.159 -5.185  -0.327
F: -1.347 3.648 -4.701  -0.246
C: -0.136 5.172 -3.138  0.137
F: -0.802 6.194 -3.910  -0.276
F: -0.978 4.961 -2.027  -0.185
H: -5.390 2.497 -6.776  0.342
H: -4.157 3.840 -6.179  0.212
H: -5.836 3.680 -5.440  -0.347
H: -3.429 0.633 -6.967  0.519
H: -2.456 2.097 -6.348  0.189
H: -0.739 0.215 -6.911  0.325
H: -1.885 -1.027 -6.174  0.279
H: -1.364 0.505 -3.798  -0.458
H: -0.448 -1.039 -4.308  0.456
H: 0.910 1.320 -5.656  0.338
H: 1.590 0.183 -4.375  0.344
H: 2.100 2.572 -2.991  -0.196
H: -1.216 1.896 -1.432  0.268
H: 0.484 1.988 -0.643  0.389
H: -3.280 -0.205 -2.190  -0.024
H: -3.143 -1.723 -1.099  0.471
H: -2.091 -1.516 -2.664  0.222
H: 0.880 5.583 -2.831  0.265
Cl: -2.455 2.565 -2.218  -0.359
K: -1.539 2.189 -8.158  1.034
C: 4.422 0.071 1.120  -1.308
C: 4.618 -1.436 1.256  0.277
C: 3.512 -2.264 0.570  -0.606
O: 2.285 -2.328 1.301  -0.415
C: 1.426 -1.220 1.099  0.451
N: 4.737 -1.775 2.677  -0.592
H: 3.624 0.451 1.761  0.218
H: 5.336 0.600 1.404  0.362
H: 4.189 0.344 0.086  0.308
H: 5.565 -1.682 0.765  0.509
H: 3.864 -3.299 0.498  0.387
H: 3.335 -1.925 -0.458  0.266
H: 1.479 -0.838 0.076  0.315
H: 1.659 -0.427 1.814  0.185
H: 0.397 -1.550 1.294  -0.524
H: 4.953 -2.767 2.757  0.298
H: 3.804 -1.698 3.081  0.102
C: 1.784 -3.668 5.077  0.748
F: 2.390 -3.773 3.888  -0.154
F: 0.456 -3.615 4.828  -0.224
F: 1.994 -4.857 5.734  -0.254
S: 2.364 -2.239 6.050  0.881
O: 2.037 -1.088 5.239  -0.503
O: 3.777 -2.473 6.237  -0.567
N: 1.426 -2.505 7.320  -0.132
S: 1.616 -1.439 8.503  1.065
O: 1.144 -0.101 8.241  -0.531
O: 2.860 -1.518 9.235  -0.562
C: 0.372 -2.168 9.619  0.620
F: 0.674 -3.464 9.943  -0.248
F: -0.859 -2.203 9.060  -0.196
F: 0.251 -1.502 10.768  -0.147
Be: -7.103 4.494 -4.221  0.146
Br: -1.611 -2.034 1.187  0.041
O: -3.866 -1.982 8.055  -0.609
H: -3.810 -2.333 7.158  0.303
H: -2.989 -2.141 8.424  0.345
Be: 1.038 -4.472 7.769  0.888

Properties
- Net charge: +2
- HOMO energy: -11.20 eV

=====

Formula: C17H31Br2O9S
Source: the OMol25 dataset
Level of theory: the ωB97M-V functional and the def2-TZVPD basis

Last column: Mulliken charge in e.
Cartesian coordinates (Å):
C: -6.934 1.409 1.091  -0.471
C: -6.844 2.223 0.051  -0.084
S: -6.177 1.761 -1.537  0.078
C: -7.007 0.235 -1.890  -0.106
Br: -8.799 0.612 -2.272  0.013
C: -6.410 -0.962 -1.904  0.756
C: -4.974 -1.255 -1.582  -0.964
Br: -7.411 -2.464 -2.388  -0.040
H: -6.298 0.547 1.258  0.204
H: -7.683 1.627 1.841  0.275
H: -7.232 3.231 0.041  0.400
H: -4.912 1.339 -1.331  0.213
H: -4.374 -1.248 -2.492  0.362
H: -4.552 -0.541 -0.877  -0.066
H: -4.894 -2.236 -1.123  0.457
C: -3.372 -3.235 5.952  -1.103
C: -4.481 -3.190 4.927  -0.179
O: -4.474 -1.947 4.181  -0.362
C: -3.544 -1.855 3.243  0.745
O: -2.752 -2.696 2.914  -0.540
O: -3.639 -0.636 2.680  -0.328
C: -2.635 -0.350 1.709  -0.621
H: -3.434 -2.376 6.621  0.299
H: -3.463 -4.144 6.546  0.360
H: -2.394 -3.234 5.472  0.319
H: -5.458 -3.205 5.404  0.289
H: -4.421 -4.022 4.228  0.316
H: -2.608 -1.101 0.921  0.282
H: -1.653 -0.277 2.174  0.346
H: -2.906 0.620 1.294  0.147
C: 4.528 -0.384 1.245  -1.112
C: 4.280 0.944 0.566  -0.118
O: 2.877 1.293 0.560  -0.363
C: 2.401 1.743 1.714  0.775
O: 3.016 1.918 2.732  -0.548
O: 1.092 1.992 1.557  -0.343
C: 0.440 2.448 2.743  -0.664
H: 3.931 -1.168 0.777  0.298
H: 5.581 -0.649 1.155  0.341
H: 4.273 -0.336 2.303  0.336
H: 4.551 0.901 -0.487  0.265
H: 4.845 1.749 1.034  0.304
H: 0.941 3.317 3.164  0.351
H: 0.410 1.654 3.489  0.297
H: -0.570 2.711 2.439  0.184
C: 5.202 0.405 -6.328  -1.067
C: 6.219 -0.612 -5.862  -0.189
O: 7.436 0.012 -5.411  -0.371
C: 7.383 0.566 -4.202  0.818
O: 6.435 0.560 -3.456  -0.571
O: 8.564 1.124 -3.948  -0.334
C: 8.649 1.799 -2.689  -0.611
H: 5.628 1.042 -7.103  0.295
H: 4.333 -0.109 -6.741  0.346
H: 4.872 1.033 -5.502  0.299
H: 6.537 -1.250 -6.684  0.295
H: 5.824 -1.242 -5.066  0.309
H: 8.366 1.133 -1.876  0.280
H: 8.002 2.675 -2.685  0.286
H: 9.687 2.099 -2.588  0.214

Properties
- Net charge: +1
- HOMO energy: -12.02 eV

=====

Formula: C17H31Cl2NO3P2W
Source: the OMol25 dataset
Level of theory: the ωB97M-V functional and the def2-TZVPD basis

Last column: Mulliken spin population.
Cartesian coordinates (Å):
W: -0.197 -0.033 -0.271  2.224
P: -2.250 -1.195 -1.032  0.004
P: 2.110 1.081 0.550  0.006
N: -0.539 1.460 -1.208  -0.259
H: -1.087 -0.165 1.238  0.001
C: -3.698 -1.171 0.072  0.004
H: -4.526 -1.697 -0.427  0.001
H: -3.986 -0.129 0.265  0.000
H: -3.469 -1.662 1.026  0.000
C: -2.049 -2.938 -1.485  -0.006
H: -3.026 -3.334 -1.794  0.000
H: -1.662 -3.534 -0.650  -0.003
H: -1.343 -3.005 -2.321  0.009
C: -2.842 -0.410 -2.551  -0.006
H: -3.728 -0.960 -2.899  0.001
H: -2.065 -0.453 -3.323  0.008
H: -3.109 0.637 -2.361  -0.002
C: 2.193 2.213 2.010  0.000
H: 3.199 2.658 2.086  0.000
H: 1.987 1.657 2.922  0.004
H: 1.413 2.980 1.895  0.002
C: 3.553 -0.041 0.411  -0.031
H: 4.486 0.446 0.733  -0.001
H: 3.635 -0.344 -0.641  0.012
H: 3.383 -0.923 1.030  0.011
C: 2.579 2.343 -0.681  0.002
H: 3.542 2.787 -0.392  0.002
H: 1.812 3.125 -0.716  -0.003
H: 2.672 1.872 -1.664  0.006
C: -0.836 2.493 -2.010  0.056
C: -2.018 4.526 -2.383  0.020
C: -1.721 3.479 -1.532  -0.053
C: -0.275 2.504 -3.307  -0.046
C: -0.594 3.568 -4.128  0.033
C: -1.458 4.575 -3.667  -0.033
H: -2.691 5.305 -2.033  0.001
H: -2.119 3.363 -0.526  0.004
H: 0.376 1.678 -3.590  0.015
H: -0.164 3.604 -5.124  0.001
H: -1.697 5.416 -4.329  -0.002
C: 0.038 -2.866 1.187  0.019
O: 0.253 -2.099 0.201  0.015
C: -1.154 -2.779 2.059  0.016
H: -0.925 -3.311 2.996  0.001
H: -2.047 -3.263 1.624  0.003
H: -1.370 -1.742 2.363  0.005
C: 1.044 -3.917 1.497  -0.003
H: 1.349 -3.758 2.540  0.001
H: 1.920 -3.864 0.846  -0.001
H: 0.567 -4.905 1.432  0.000
Cl: 3.806 -2.584 2.830  0.000
C: 2.894 -1.496 3.957  0.002
Cl: 3.738 0.009 4.276  0.000
C: 1.397 -1.115 3.501  -0.007
O: 0.507 -1.054 4.363  0.000
O: 1.383 -0.956 2.251  -0.031
H: 2.807 -2.076 4.885  0.000

Properties
- HOMO energy (spin up / spin down): -6.37 / -7.98 eV
- 2S+1: 3